Computed, not measured: a single C2H2BrN3 molecule in a non-equilibrium geometry, with the ωB97M-V functional and the def2-TZVPD basis.

Summary:
HOMO level ... -9.095 eV
SMILES string ... N#C/N=C(/N)Br
2S+1 ... 1
Relative energy (zero: lowest compared OMol25 entry of this formula, charge and spin) ... 30.3 kcal/mol
Charge ... 0
E_tot ... -2815.63019 a.u.
LUMO energy ... -0.290 eV

Geometry as XYZ:
```
8
Properties=species:S:1:pos:R:3:mulliken_charge:R:1
N 0.401 1.414 0.483 -0.376
C -0.610 -1.464 -1.228 0.527
N -0.232 -0.219 -1.136 -0.585
Br -0.253 -1.075 1.692 -0.002
H 0.732 1.768 1.366 0.257
N -0.969 -2.556 -1.344 -0.483
H 0.896 1.998 -0.159 0.270
C 0.036 0.135 0.327 0.392
```

Computed, not measured: a molecular structure, C40H34N3P2ReS2 in a non-equilibrium geometry, with the ωB97M-V functional and the def2-TZVPD basis.

Summary:
HOMO level (spin up / spin down) ... -16.210 / -16.209 eV
2S+1 ... 2
Relative energy (zero: lowest compared OMol25 entry of this formula, charge and spin) ... 18.9 kcal/mol
<S²> ... 0.782
Charge ... +3
E_tot ... -3265.32536 a.u.
LUMO energy (spin up / spin down) ... -10.075 / -10.639 eV

Geometry as XYZ:
```
82
Properties=species:S:1:pos:R:3:mulliken_charge:R:1
C 4.369 0.616 1.944 -0.749
C 4.216 0.184 4.304 -0.690
H 5.990 0.885 3.316 0.506
H 1.261 4.214 -4.593 0.489
H 4.803 6.082 2.367 0.466
S 0.563 -4.633 0.339 -0.120
C 4.807 -2.790 -1.234 -0.770
H -2.169 1.653 -4.536 0.491
C -1.801 2.937 1.885 -0.627
C -2.671 5.288 0.670 -0.799
C -0.151 2.594 -1.970 0.580
C -1.200 1.954 -2.647 -0.773
H 2.929 4.555 1.985 0.524
N 2.736 2.878 -0.078 1.093
C -1.763 4.473 0.011 -0.552
C -0.462 2.942 -4.710 -0.691
C 4.876 3.754 -0.752 -0.173
H 2.403 1.601 -1.727 0.421
C -3.138 4.932 1.930 -0.555
C 4.797 5.442 1.494 -0.886
C -1.352 2.133 -4.013 -0.780
N -1.951 0.048 0.617 -0.536
H -3.068 3.495 3.523 0.480
C -1.414 -5.218 -1.578 -0.609
H -1.303 -6.285 -1.431 0.451
C 4.233 -1.839 -0.398 -0.573
H -2.943 -5.398 -3.049 0.433
C 3.745 4.597 1.277 -0.158
N 0.063 -2.184 -0.177 0.289
H -1.452 2.027 2.362 0.575
H 2.708 -2.564 -3.890 0.490
H 4.685 0.145 5.279 0.462
H 1.237 -0.383 2.805 0.360
C -0.785 -2.928 -1.033 -0.084
H 4.716 -3.788 -3.128 0.457
C 2.285 -0.136 2.911 -0.317
C 3.031 0.240 1.791 0.678
H 5.686 -3.331 -0.906 0.484
H 3.984 1.444 -0.964 1.132
P 2.289 0.127 0.158 -0.029
C 5.879 5.470 0.595 -0.441
Re -0.168 -0.113 0.076 1.200
C -2.322 -4.715 -2.484 -0.542
C 3.770 3.721 0.152 0.689
H -3.158 -2.969 -3.419 0.451
C -2.703 3.761 2.539 -0.884
C 4.261 -3.047 -2.484 -0.637
C 3.129 -2.360 -2.914 -0.807
H 1.231 4.241 0.440 1.282
H -1.771 -1.368 -2.162 0.371
H -3.015 6.201 0.203 0.461
H 1.655 -0.887 -2.419 0.425
C -3.090 0.127 1.090 0.993
H 4.866 3.147 -1.647 0.541
H 4.657 -1.653 0.580 0.433
H 6.719 4.694 -1.237 0.464
C -1.331 3.293 0.620 1.164
H -1.915 1.354 -2.095 0.529
C -2.447 -3.333 -2.688 -0.913
P -0.071 2.300 -0.196 0.586
H -3.847 5.572 2.440 0.429
C 5.902 4.629 -0.531 -0.937
C 1.417 3.171 0.493 -2.065
C -0.647 -4.303 -0.859 0.703
H 1.547 3.920 -2.169 0.437
C -1.684 -2.431 -1.976 -0.169
C 0.580 3.576 -4.044 -0.781
H 2.308 -0.479 5.029 0.494
C 0.806 -2.990 0.559 -0.034
C 4.954 0.594 3.200 -0.832
S -4.506 0.172 1.654 -0.165
C 2.932 1.613 -0.771 -1.971
C 3.103 -1.147 -0.828 1.268
C 2.548 -1.415 -2.085 -0.629
C 2.881 -0.172 4.164 -0.748
H 1.386 2.885 1.550 0.521
C 0.740 3.403 -2.678 -0.405
H -0.587 3.088 -5.774 0.453
H 4.962 0.915 1.085 0.514
H 6.702 6.152 0.771 0.454
H 1.543 -2.619 1.259 0.283
H -1.408 4.748 -0.976 0.425
```

Computed, not measured: a single C6H7BO4S molecule in a non-equilibrium geometry, with the ωB97M-V functional and the def2-TZVPD basis.

Summary:
HOMO level ... -8.974 eV
2S+1 ... 1
Charge ... 0
E_tot ... -956.80986 a.u.
LUMO energy ... -0.657 eV

Geometry as XYZ:
```
19
Properties=species:S:1:pos:R:3:mulliken_charge:R:1
C -2.713 1.802 -0.970 -0.018
H -0.671 0.124 -0.934 0.218
C -2.316 -1.390 0.674 -0.446
O 3.354 2.300 -0.052 -0.539
S 1.506 -1.115 -1.072 0.527
H 2.663 2.729 -0.724 0.310
O 3.628 0.091 1.041 -0.426
C -2.858 0.790 -0.301 -0.410
C -0.947 -1.616 0.172 0.107
H -2.559 2.740 -1.292 0.495
C -0.220 -0.753 -0.572 -0.547
O 2.186 0.367 -0.745 -0.345
C -3.111 -0.342 0.357 -0.323
H -0.447 -2.485 0.517 0.405
H -2.710 -2.010 1.428 0.355
B 3.038 0.895 0.131 0.580
H -4.043 -0.607 0.853 0.298
H 4.146 0.600 1.672 0.297
O 2.072 -2.120 -0.185 -0.538
```

Computed, not measured: a gas-phase ion, C3H8BrN2 (charge +1) in a non-equilibrium geometry, with the ωB97M-V functional and the def2-TZVPD basis.

Summary:
HOMO level ... -14.183 eV
SMILES string ... CN[C@H](Br)C=[NH2+]
2S+1 ... 1
Relative energy (zero: lowest compared OMol25 entry of this formula, charge and spin) ... 52.4 kcal/mol
Charge ... +1
E_tot ... -2802.32104 a.u.
LUMO energy ... -5.837 eV

Geometry as XYZ:
```
14
Properties=species:S:1:pos:R:3:mulliken_charge:R:1
H -0.742 1.423 1.014 0.198
H 1.356 -1.990 1.174 0.398
C 0.474 -1.465 0.741 0.007
H -0.655 -2.785 -0.344 0.221
H 0.155 1.251 -1.803 0.379
H 0.867 0.398 1.803 0.563
H -1.495 1.068 -1.417 0.366
N -0.507 -1.896 0.016 -0.165
H -1.060 -1.039 -0.284 0.286
N -0.385 0.847 0.353 -0.405
C 0.596 -0.004 0.865 -0.197
Br 2.586 0.260 -0.070 -0.047
H -0.658 2.526 -1.025 0.319
C -0.533 1.405 -1.022 -0.923
```

Computed, not measured: 6 unconnected molecules or ions with the total composition C6H24O6 in a non-equilibrium geometry, with the ωB97M-V functional and the def2-TZVPD basis.

Summary:
HOMO level ... -10.050 eV
SMILES string ... CO.CO.CO.CO.CO.CO
2S+1 ... 1
Relative energy (zero: lowest compared OMol25 entry of this formula, charge and spin) ... 121.8 kcal/mol
Charge ... 0
E_tot ... -694.25835 a.u.
LUMO energy ... 0.433 eV

Geometry as XYZ:
```
36
Properties=species:S:1:pos:R:3:mulliken_charge:R:1
H -1.019 -1.034 7.861 0.259
H 1.327 1.493 -8.091 0.234
O -1.333 -2.683 6.560 -0.472
H 3.710 -5.638 3.255 0.243
C 2.790 -5.522 3.828 -0.476
H -3.451 1.441 -6.070 0.308
H -4.106 0.744 -3.328 0.247
C 0.216 4.580 1.029 -0.525
H 3.588 -3.795 4.467 0.289
O -4.058 1.373 -5.329 -0.516
C -1.628 -1.926 7.714 -0.577
O -0.625 2.040 -8.475 -0.512
C 1.671 -0.541 -0.511 -0.480
H 1.167 0.041 -1.283 0.186
C 0.596 2.198 -7.695 -0.473
H 2.505 -0.036 -0.023 0.222
H 1.017 3.959 1.430 0.243
H -2.897 -0.058 -4.450 0.223
H -2.584 -1.451 7.495 0.236
H -0.573 3.963 0.598 0.242
H -2.755 1.635 -3.848 0.223
H 2.766 -6.222 4.663 0.237
O 2.703 -4.128 4.304 -0.508
H 0.575 2.106 -6.609 0.225
H 1.831 -5.791 3.388 0.216
H 0.908 3.213 -7.944 0.234
H -0.576 2.419 -9.356 0.295
O -0.334 5.496 1.972 -0.511
H 1.887 -1.514 -0.952 0.249
H 0.710 5.028 0.167 0.247
H -0.382 -2.673 6.431 0.295
C -3.435 0.851 -4.181 -0.486
O 0.864 -0.734 0.600 -0.492
H -0.835 5.044 2.655 0.303
H -1.508 -2.391 8.692 0.258
H 1.271 -1.486 1.036 0.314
```

Computed, not measured: a molecular structure, C4H8O15PtS3 in a non-equilibrium geometry, with the ωB97M-V functional and the def2-TZVPD basis.

Summary:
HOMO level (spin up / spin down) ... 5.801 / 5.445 eV
2S+1 ... 3
Relative energy (zero: lowest compared OMol25 entry of this formula, charge and spin) ... 0.0 kcal/mol
<S²> ... 2.004
Charge ... -4
E_tot ... -2599.34618 a.u.
LUMO energy (spin up / spin down) ... 8.436 / 8.429 eV

Geometry as XYZ:
```
31
Properties=species:S:1:pos:R:3:mulliken_charge:R:1
H 4.652 -17.503 -16.302 0.208
Pt 2.970 -14.765 -20.211 1.332
O 1.371 -18.171 -19.186 -0.785
O 2.811 -12.512 -23.818 -0.761
H -0.160 -12.159 -17.029 0.413
O 4.818 -13.629 -23.602 -0.812
O 2.706 -14.718 -17.866 -0.109
H 3.954 -16.951 -17.831 0.251
C 1.737 -12.878 -16.188 -0.125
S 1.918 -17.313 -20.251 1.302
H 2.934 -17.813 -16.676 0.264
O 2.708 -12.625 -20.027 -0.712
S 4.120 -12.274 -19.737 1.210
H 0.722 -13.086 -18.221 0.203
O 3.072 -14.775 -24.799 -0.757
O 3.313 -16.898 -20.034 -0.741
C 2.676 -14.991 -16.703 0.551
S 3.362 -13.876 -23.665 0.878
O 4.570 -11.576 -20.942 -0.639
H 1.381 -12.527 -15.214 0.248
C 0.574 -12.972 -17.149 -1.106
O 4.336 -11.493 -18.508 -0.777
C 3.751 -17.096 -16.766 -0.503
O 4.685 -13.655 -19.565 -0.767
H 2.525 -12.200 -16.519 0.288
O 2.917 -14.478 -22.368 -0.536
O 2.173 -14.179 -15.790 -0.439
O 1.811 -18.021 -21.526 -0.765
H -0.200 -13.689 -16.844 0.344
O 3.450 -15.898 -16.073 -0.407
O 1.193 -16.012 -20.397 -0.751
```

Question: Among the records above, which one has the highest charge?
Answer: C40H34N3P2ReS2

Question: charge of number 3 (C6H7BO4S)?
Answer: 0

Please write out number 6 again, unchanged.
Computed, not measured: a molecular structure, C4H8O15PtS3 in a non-equilibrium geometry, with the ωB97M-V functional and the def2-TZVPD basis.

Summary:
HOMO level (spin up / spin down) ... 5.801 / 5.445 eV
2S+1 ... 3
Relative energy (zero: lowest compared OMol25 entry of this formula, charge and spin) ... 0.0 kcal/mol
<S²> ... 2.004
Charge ... -4
E_tot ... -2599.34618 a.u.
LUMO energy (spin up / spin down) ... 8.436 / 8.429 eV

Geometry as XYZ:
```
31
Properties=species:S:1:pos:R:3:mulliken_charge:R:1
H 4.652 -17.503 -16.302 0.208
Pt 2.970 -14.765 -20.211 1.332
O 1.371 -18.171 -19.186 -0.785
O 2.811 -12.512 -23.818 -0.761
H -0.160 -12.159 -17.029 0.413
O 4.818 -13.629 -23.602 -0.812
O 2.706 -14.718 -17.866 -0.109
H 3.954 -16.951 -17.831 0.251
C 1.737 -12.878 -16.188 -0.125
S 1.918 -17.313 -20.251 1.302
H 2.934 -17.813 -16.676 0.264
O 2.708 -12.625 -20.027 -0.712
S 4.120 -12.274 -19.737 1.210
H 0.722 -13.086 -18.221 0.203
O 3.072 -14.775 -24.799 -0.757
O 3.313 -16.898 -20.034 -0.741
C 2.676 -14.991 -16.703 0.551
S 3.362 -13.876 -23.665 0.878
O 4.570 -11.576 -20.942 -0.639
H 1.381 -12.527 -15.214 0.248
C 0.574 -12.972 -17.149 -1.106
O 4.336 -11.493 -18.508 -0.777
C 3.751 -17.096 -16.766 -0.503
O 4.685 -13.655 -19.565 -0.767
H 2.525 -12.200 -16.519 0.288
O 2.917 -14.478 -22.368 -0.536
O 2.173 -14.179 -15.790 -0.439
O 1.811 -18.021 -21.526 -0.765
H -0.200 -13.689 -16.844 0.344
O 3.450 -15.898 -16.073 -0.407
O 1.193 -16.012 -20.397 -0.751
```